[1]
A molecular structure, C56H60AsN3O3P2STa at a distorted geometry, computed with wB97M-V/def2-TZVPD.

Values from the calculation:
- ΔE to the lowest compared entry with this formula, charge and spin: 115.0 kJ/mol
- E_LUMO: -3.44 eV
- Net charge: +1

Each line ends with the Mulliken charge.
Element x y z (Å)
O1 -0.20620 -1.89233 -1.61026  0.013
H1 -0.85696 4.43782 1.50906  0.562
H2 -4.37421 -0.42541 -5.96846  0.401
C1 5.61982 2.49748 2.59581  -1.831
H3 1.22484 -1.20993 3.60695  0.298
H4 -6.24760 0.71657 3.37945  0.462
C2 2.61799 3.80341 3.77142  -1.754
H5 5.35217 -0.15940 1.79409  0.199
H6 1.54215 5.76124 -3.38370  0.436
H7 6.34108 2.57254 3.41443  0.461
H8 -7.35764 -2.06500 0.31270  0.478
H9 -4.86194 4.90963 0.03669  0.436
H10 0.18512 -4.35961 2.48416  0.294
H11 -3.53092 -4.25262 2.18540  0.506
H12 -1.01547 -2.25220 3.67756  1.025
C3 -2.21521 -2.90640 1.18296  2.464
C4 2.16988 -3.68557 -3.82907  0.319
H13 3.39755 -5.16415 -4.74168  0.464
As1 -2.93308 0.26320 -0.40490  2.696
H14 -3.11087 -4.26141 -0.22906  0.694
C5 -6.93291 -0.71741 1.92940  -0.733
H15 5.72708 2.14784 -1.84159  0.442
C6 -4.05378 1.01268 -4.40452  -0.866
C7 2.88223 0.04513 -0.24706  -2.067
C8 2.52790 -5.00376 -4.11560  -0.692
H16 -2.00659 -3.10104 -0.98318  -0.593
C9 1.48239 1.17227 -3.05788  -0.645
H17 -3.67683 2.21833 -2.67439  0.182
H18 4.39097 -0.69144 3.18763  0.294
H19 -5.27100 -1.58225 -0.88412  0.409
C10 2.29909 3.32487 2.35226  1.701
H20 -2.27564 -0.23693 4.46406  0.705
H21 -2.83124 5.87041 1.09432  0.451
C11 4.53889 1.47779 2.96684  0.637
C12 -2.53428 -3.83706 2.35318  -1.862
H22 -1.84131 -4.67874 2.39608  0.386
C13 -2.89748 2.14365 0.06954  -0.292
C14 -4.56191 -0.17514 0.58105  0.799
C15 1.02387 4.85922 -3.08096  -1.059
Ta1 -0.13838 -0.05769 -0.59991  -0.481
C16 3.60795 -0.43455 -1.33763  0.728
C17 3.16197 -2.52258 0.89458  -0.076
C18 -0.97758 3.78149 -2.23300  -0.526
C19 -4.14955 -0.27555 -4.91861  -0.844
H23 2.21258 1.05591 -3.85139  0.528
C20 -1.74459 4.02520 1.03985  -0.604
H24 4.01565 -2.01183 0.47201  0.541
C21 2.28464 -4.42254 2.09648  -1.158
H25 -3.03382 -2.19016 1.10571  -1.324
C22 0.81971 -2.64490 1.36845  0.234
C23 1.05399 -3.43733 -3.00629  -0.095
H26 3.36148 -1.40451 -1.74683  0.665
C24 -3.98963 4.29001 0.20903  -1.036
C25 -3.75109 1.21167 -3.06515  -0.814
H27 -2.00500 3.84140 -1.89759  0.348
C26 0.31212 -4.52836 -2.53362  -0.355
P1 -0.75294 -1.77899 1.38975  2.713
H28 -3.07886 -0.95354 3.06718  0.211
H29 2.35594 3.04724 4.51765  0.419
H30 0.06502 -6.65365 -2.46578  0.462
H31 2.65178 3.55033 -3.56047  0.499
H32 3.72429 4.61086 1.27784  0.283
N1 1.30541 -1.08641 -3.13470  -1.065
P2 2.84815 1.53780 2.16650  0.315
H33 5.17136 -0.11464 -2.75444  0.442
C27 -3.54964 0.11912 -2.23272  1.237
C28 -0.91601 -1.29376 3.16997  0.382
H34 3.67194 4.05396 3.90022  0.307
C29 -5.46708 -1.09015 0.05860  -0.380
H35 0.17564 -0.43903 4.80680  0.667
C30 2.66069 4.36137 1.28703  -1.513
H36 6.01854 -0.03397 3.42473  0.522
H37 -7.85857 -0.92699 2.45263  0.419
H38 2.51353 -1.86233 -4.11218  0.468
H39 2.11817 5.29213 1.48878  0.530
H40 -2.07169 0.49675 2.87545  -0.187
H41 -4.90036 2.51932 -0.58913  0.551
H42 1.21524 3.22040 2.30920  -0.398
H43 -0.55391 -4.32104 -1.92789  0.345
O2 -0.93666 1.44952 -1.76866  0.196
C31 1.02490 -3.85612 2.02259  -0.655
H44 -2.55248 -3.34512 3.32287  0.337
H45 -1.36173 -4.45363 -0.05450  0.493
C32 -6.65110 -1.35838 0.73182  -0.868
C33 1.89312 -1.94316 0.80373  0.046
O3 2.93167 -2.71536 -4.35859  -0.704
S1 -0.29128 1.72901 1.03031  0.252
H46 5.23317 3.49900 2.41311  0.271
C34 -2.85506 4.82428 0.80761  -0.848
C35 1.78440 -6.05669 -3.62690  -0.451
H47 2.08109 -7.07145 -3.86622  0.399
C36 4.32118 1.97120 -0.23187  -0.570
C37 -4.84127 0.46633 1.78519  -0.736
H48 0.50016 0.35724 3.26758  0.107
C38 -6.02739 0.19882 2.45309  -0.817
N2 1.68573 -0.68398 0.16249  1.345
H49 -4.20418 1.86953 -5.05131  0.477
H50 2.03470 4.70025 3.99622  0.450
C39 -1.75258 2.68365 0.66182  -0.278
C40 1.64466 3.63576 -3.16139  -0.592
C41 0.32453 -0.60730 3.73484  -1.771
H51 2.37774 4.02036 0.28743  0.200
C42 3.34905 -3.74248 1.52213  -1.212
H52 4.63944 2.90210 0.21155  0.563
C43 4.95441 1.53935 -1.38462  -1.447
C44 -4.01029 2.95010 -0.14966  -0.373
H53 -4.15535 1.19128 2.19647  0.461
C45 0.68398 -2.08237 -2.57943  0.494
C46 5.10076 0.06077 2.83708  -1.483
H54 -3.45662 -2.03022 -2.11378  0.032
C47 -2.16782 -3.71954 -0.10636  -1.184
C48 -3.94882 -1.37037 -4.08846  -1.041
H55 -4.02536 -2.37709 -4.48293  0.492
C49 -3.63767 -1.17213 -2.74978  -0.105
C50 -0.32238 2.54816 -2.21638  0.765
C51 0.98196 2.47552 -2.73688  -0.039
H56 -0.81748 5.87257 -2.60642  0.498
H57 4.34873 -4.15915 1.57015  0.457
H58 2.43656 -5.36625 2.60441  0.454
C52 -0.30330 4.91744 -2.63662  -0.721
C53 3.31873 1.22379 0.40226  0.842
C54 -2.16665 -0.45778 3.39873  -1.255
H59 6.17111 2.17501 1.70981  0.411
C55 0.65729 -5.82498 -2.83610  -0.971
C56 4.63408 0.29259 -1.90501  -1.155
H60 4.27821 1.62252 4.01824  0.727
N3 0.97704 0.11068 -2.53940  0.726

Cartesian forces (eV/Å) of the 2 atoms listed first:
O -0.005 0.379 -0.205
H -0.078 -0.008 -0.044

---

[2]
A molecular structure, C56H61IN4P2S3Tl at a distorted geometry, computed with wB97M-V/def2-TZVPD.

Values from the calculation:
- E_LUMO: -3.75 eV
- Net charge: +1

Each line ends with the Mulliken charge.
Element x y z (Å)
C1 0.52715 -6.24239 1.56393  -1.036
N1 -1.20967 0.71371 -2.49423  0.146
C2 4.07263 -5.13506 2.30397  -1.938
H1 -2.04325 -1.84882 6.74983  0.436
H2 -3.96629 -2.50257 0.36934  0.543
C3 -1.17162 4.08456 -1.08677  -0.116
H3 -2.29159 -2.72047 -6.59560  0.459
C4 2.04936 -0.94843 -4.36844  -0.860
H4 -2.96390 -4.71903 -5.31699  0.426
H5 3.75501 -1.30808 -5.61409  0.449
C5 1.51808 -5.49302 -0.48756  -0.636
H6 1.62323 -2.32809 0.97180  0.491
C6 -6.23729 1.16775 -3.36335  -0.856
S1 3.28388 -0.10881 3.06909  -0.011
H7 -0.65063 2.77661 2.98495  -0.187
C7 -1.32164 -1.78558 -4.93678  0.020
C8 2.95223 -0.62883 -5.36337  -0.649
C9 3.82112 -2.76384 2.76088  0.072
H8 4.42284 -5.98680 2.89041  0.544
H9 -3.88178 2.11618 -0.59576  0.348
H10 -0.31655 -6.64258 2.10725  0.430
C10 0.51887 0.57737 5.20185  -0.255
H11 -3.68314 6.34076 -1.14933  0.421
H12 -6.96820 1.45060 -2.61341  0.381
C11 -2.51189 0.78931 -3.14791  -0.320
C12 -3.53695 -1.55507 0.66163  -0.637
C13 -1.90451 2.91349 -0.91852  1.325
H13 -4.99577 4.28479 -0.78461  0.477
C14 -2.41171 -3.92740 -4.83253  -0.727
C15 2.23075 5.12120 2.02724  -0.390
S2 4.48885 -2.39047 1.29532  -0.122
N2 3.04828 3.92185 -0.87652  0.275
H14 -1.08131 -3.11671 -1.83792  0.275
C16 0.94714 -0.63277 5.73649  0.900
C17 2.83186 0.57539 -6.04290  -0.672
N3 2.80947 -2.00035 4.82693  0.206
H15 1.45134 -5.30871 -1.54982  0.434
H16 -4.46476 -1.55547 2.58870  0.424
I1 2.69505 -0.60419 -0.79245  0.085
C18 1.19638 -1.55500 0.35222  -0.645
P1 -0.05552 -0.59563 -2.66416  0.683
C19 1.84765 1.48072 -5.68097  -1.049
H17 3.55014 -4.82998 -0.36203  0.407
H18 3.03987 5.78193 1.75762  0.476
H19 2.13323 -1.88409 -3.83245  0.486
Tl1 0.81481 0.62807 1.41877  1.163
H20 -2.31605 2.83897 -3.77650  0.134
C20 1.03501 -0.05385 -4.02758  0.527
H21 4.85582 -4.82964 1.60446  0.629
H22 -3.49666 0.60810 3.25615  0.582
H23 2.52223 -3.46529 6.27218  0.491
C21 -3.26903 0.19230 2.28678  -0.689
C22 -2.45181 0.87781 1.40937  -0.517
H24 -0.52557 5.00540 3.98281  0.493
N4 3.79162 -4.03359 3.21114  0.110
H25 -3.96122 2.63310 -5.69023  0.485
H26 0.37921 -1.87784 -0.28043  -0.059
C23 -0.82437 0.91527 5.24191  -0.593
C24 3.27806 -1.69315 3.61142  0.360
C25 -3.92018 4.22993 -0.86215  -0.778
H27 1.78970 -6.19180 3.28594  0.360
H28 -3.28196 0.99944 -2.40012  -0.212
H29 -1.14685 1.88137 4.88533  0.508
C26 2.81069 -5.47474 1.54156  0.808
C27 0.01191 -1.49971 6.29078  -0.214
H30 -4.32392 0.98236 -5.14013  0.463
H31 -2.50590 -1.28585 -1.19645  0.245
H32 -2.79424 0.30883 5.82062  0.489
H33 1.77052 2.43254 -6.18693  0.471
H34 1.59041 -3.69571 4.77036  0.305
P2 -1.00207 1.30951 -0.89699  0.860
C28 -3.28846 3.00263 -0.77799  -0.369
C29 -1.75051 0.04031 5.78223  -0.567
H35 1.33486 6.52087 3.37042  0.434
C30 -3.81467 -1.02518 1.91030  -1.071
H36 4.61160 -4.07649 5.12935  0.341
C31 -1.80429 5.31197 -1.16376  -0.646
H37 1.88564 5.68747 -0.57756  0.317
C32 0.96263 1.17762 -4.65960  -0.268
C33 2.19290 3.84136 1.46247  1.179
H38 3.64864 5.88333 -0.55797  0.326
H39 3.00804 -0.08205 5.56963  0.664
H40 0.21258 1.88649 -4.34158  0.762
C34 -2.71909 -0.86897 -0.22055  -1.450
H41 -2.07453 1.86077 1.66423  0.650
C35 -2.03266 -2.80268 -5.55007  -0.731
H42 -5.61601 0.35854 -2.99232  0.190
C36 -2.18299 0.35833 0.14095  0.677
H43 -2.36573 -4.91541 -2.93019  0.493
H44 -1.86547 1.65132 -5.01394  0.391
H45 2.94358 2.18292 -1.99638  0.480
C37 -3.97029 1.96420 -4.83014  -1.122
H46 3.35557 2.34879 0.42595  0.164
C38 -1.33143 -1.17025 6.30573  -0.912
H47 -6.74866 0.87663 -4.27607  0.324
C39 2.82845 5.33735 -1.02509  -0.993
H48 4.22902 3.84129 0.81254  0.604
C40 1.14953 3.03385 1.83482  0.391
H49 -1.01237 -0.91614 -5.50126  0.420
C41 0.22616 4.70050 3.27241  -1.103
C42 -3.18460 5.38638 -1.06571  -0.862
C43 2.70479 -5.23026 0.17803  -0.229
H50 3.51210 0.80858 -6.84779  0.399
H51 -0.09578 4.03912 -1.16018  -0.022
C44 2.55869 -3.38149 5.18443  -0.551
H52 -2.74413 -0.17514 -3.61177  0.785
H53 1.37242 2.67825 -1.35481  -0.397
C45 -0.99673 -1.88188 -3.58621  0.410
H54 1.24378 1.27408 4.80515  0.614
C46 1.71372 -5.98739 2.22644  -0.007
H55 3.39285 -5.32467 4.79968  0.430
C47 -2.57855 1.87566 -4.21877  -0.619
C48 -2.07651 -4.03887 -3.49315  -0.862
H56 -1.21474 6.20624 -1.30762  0.519
C49 2.41710 -0.97702 5.77973  -2.210
H57 2.82012 5.58525 -2.08486  0.332
H58 -0.49676 -6.19508 -0.31360  0.497
C50 3.27231 3.43988 0.46355  -1.707
C51 0.16497 3.43196 2.71648  0.409
C52 0.42837 -5.99386 0.20430  -0.387
C53 2.32742 3.05457 -1.76466  -0.798
S3 -5.21128 2.63729 -3.66201  -0.061
H59 0.34153 -2.42110 6.74850  0.439
C54 -1.36460 -3.02295 -2.87925  -0.464
C55 1.26933 5.53984 2.92654  -0.985
H60 2.66948 -1.35160 6.77634  0.558
H61 2.11247 3.57427 -2.69599  0.280
C56 3.65363 -4.27925 4.62760  -1.018

Cartesian forces (eV/Å) of the 2 atoms listed first:
C -0.050 -0.029 0.103
N 0.702 -0.516 0.884

---

- Which of these has the lowest E_LUMO?
  C56H61IN4P2S3Tl

---

- net charge of number 1 (C56H60AsN3O3P2STa)?
  +1